# 1
92
Properties=species:S:1:pos:R:3:lowdin_charge:R:1 method="wB97M-V/def2-TZVPD" energy_ev=-117775.11422 charge=+1 lumo_energy_ev=-4.39
C -6.632 0.292 2.326 -0.09
C -5.236 -0.308 1.819 -0.20
C -5.351 -0.703 0.302 -0.30
C -5.031 0.471 -0.694 -0.04
C -4.576 -2.023 -0.049 -0.16
C -3.616 -2.666 0.849 0.09
C -2.932 -3.964 0.468 0.08
C -3.307 -4.443 -0.874 -0.18
C -2.672 -5.789 -1.410 -0.22
N -3.644 -6.882 -1.168 0.02
N -4.193 -3.669 -1.560 -0.20
P -4.572 -4.292 -3.243 0.98
O -5.603 -3.166 -3.922 -0.25
O -3.178 -4.113 -4.189 -0.26
N -4.830 -2.565 -1.249 0.13
H -7.464 0.114 1.607 0.07
H -6.558 1.366 2.611 0.08
H -6.914 -0.252 3.269 0.08
H -5.006 -1.150 2.506 0.09
H -4.510 0.544 1.906 0.12
H -6.432 -0.967 0.128 0.14
H -4.000 0.856 -0.502 0.08
H -5.168 0.152 -1.760 0.09
H -5.768 1.285 -0.487 0.10
H -3.404 -2.147 1.847 0.07
H -2.206 -4.510 1.101 0.10
H -2.329 -5.722 -2.464 0.10
H -1.789 -5.974 -0.750 0.13
H -4.007 -6.730 -0.219 0.08
H -4.468 -6.731 -1.763 0.05
H -5.268 -3.020 -4.832 0.07
H -2.395 -3.988 -3.622 0.06
C -1.531 0.894 -2.599 -0.26
S -0.666 1.908 -1.385 0.79
O -1.512 3.110 -1.127 -0.58
C 0.666 2.411 -2.484 -0.26
H -2.435 0.500 -2.136 0.01
H -1.799 1.500 -3.465 0.06
H -0.887 0.066 -2.901 0.05
H 0.252 2.922 -3.356 0.06
H 1.231 1.533 -2.793 0.02
H 1.320 3.091 -1.940 0.05
C 1.680 -1.410 0.665 -0.28
S 2.640 -0.747 -0.708 0.83
O 1.670 -0.395 -1.793 -0.58
C 3.410 -2.306 -1.166 -0.28
H 1.079 -0.604 1.085 0.04
H 1.024 -2.204 0.311 0.04
H 2.357 -1.794 1.429 0.06
H 2.639 -3.042 -1.402 0.06
H 4.031 -2.659 -0.344 0.05
H 4.032 -2.136 -2.041 0.04
C -0.448 6.981 -3.249 -0.27
S -2.043 6.141 -3.245 0.79
O -2.980 6.961 -4.062 -0.56
C -2.415 6.459 -1.513 -0.27
H -0.040 6.939 -4.258 0.05
H -0.576 8.023 -2.952 0.06
H 0.232 6.474 -2.562 0.05
H -2.419 7.534 -1.326 0.06
H -1.671 5.969 -0.885 0.04
H -3.400 6.049 -1.293 0.05
C 7.033 0.138 0.848 -0.26
S 6.889 0.057 -0.945 0.83
O 5.833 -0.948 -1.264 -0.58
C 8.485 -0.729 -1.226 -0.27
H 6.116 0.569 1.249 0.05
H 7.171 -0.864 1.255 0.06
H 7.877 0.773 1.117 0.05
H 8.531 -1.678 -0.688 0.06
H 9.282 -0.066 -0.888 0.05
H 8.595 -0.912 -2.294 0.05
C -1.193 -4.115 4.504 -0.25
S -1.357 -2.781 3.305 0.81
O -0.560 -3.150 2.096 -0.55
C -0.380 -1.602 4.251 -0.24
H -1.694 -4.998 4.108 0.05
H -0.138 -4.338 4.668 0.07
H -1.666 -3.820 5.441 0.06
H 0.619 -2.004 4.423 0.07
H -0.875 -1.400 5.201 0.06
H -0.306 -0.678 3.678 0.06
C 7.657 4.888 4.059 -0.27
S 6.150 4.389 3.205 0.80
O 5.906 2.954 3.529 -0.57
C 6.847 4.458 1.545 -0.27
H 7.463 4.878 5.130 0.05
H 8.462 4.189 3.828 0.06
H 7.933 5.897 3.749 0.05
H 7.705 3.788 1.472 0.05
H 7.151 5.481 1.319 0.05
H 6.081 4.144 0.836 0.05

# 2
91
Properties=species:S:1:pos:R:3:lowdin_charge:R:1 method="wB97M-V/def2-TZVPD" energy_ev=-73003.82101 lumo_energy_ev=0.22
C 1.999 -2.639 3.120 -0.01
C 0.670 -1.914 3.179 -0.53
O -0.284 -2.364 3.792 0.06
N 0.591 -0.734 2.443 0.04
C -0.669 0.016 2.595 -0.19
C -1.696 -0.407 1.533 -0.20
C -3.139 0.022 1.855 -0.24
C -3.690 -0.518 3.205 -0.27
Si -4.925 -1.892 2.970 0.40
O -4.087 -3.305 2.692 -0.48
Si -4.863 -4.683 2.156 0.52
P -6.068 -1.996 4.940 0.56
O -5.913 -0.682 5.662 -0.55
H 2.423 -2.545 2.111 0.06
H 1.859 -3.695 3.373 0.09
H 2.714 -2.169 3.813 0.09
H 1.420 -0.161 2.539 0.13
H -1.049 -0.079 3.617 0.11
H -0.420 1.079 2.436 0.13
H -1.405 0.099 0.593 0.07
H -1.635 -1.494 1.349 0.12
H -3.174 1.123 1.849 0.11
H -3.791 -0.290 1.021 0.06
H -2.899 -0.945 3.844 0.08
H -4.170 0.268 3.811 0.08
H -5.871 -1.600 1.869 0.01
H -4.610 -4.915 0.729 -0.07
H -4.295 -5.830 2.899 -0.07
H -6.310 -4.616 2.462 -0.05
H -5.530 -3.076 5.680 -0.02
H -7.428 -2.309 4.709 -0.03
C 2.369 -3.666 -2.598 -0.34
O 2.877 -2.632 -2.990 0.01
N 1.643 -3.771 -1.469 -0.19
C 1.031 -5.017 -1.051 -0.05
C 1.474 -2.585 -0.649 -0.04
H 2.455 -4.615 -3.152 0.13
H -0.052 -4.907 -0.979 0.08
H 1.415 -5.325 -0.077 0.09
H 1.256 -5.797 -1.776 0.08
H 0.999 -1.794 -1.231 0.08
H 2.445 -2.217 -0.312 0.09
H 0.855 -2.812 0.216 0.08
C -1.565 2.850 -0.627 -0.33
O -2.398 1.965 -0.525 0.00
N -0.404 2.731 -1.291 -0.18
C 0.571 3.808 -1.362 -0.06
C -0.113 1.473 -1.954 -0.03
H -1.697 3.838 -0.155 0.14
H 0.725 4.092 -2.407 0.10
H 1.518 3.489 -0.930 0.07
H 0.206 4.670 -0.810 0.08
H -0.875 1.252 -2.704 0.09
H -0.105 0.657 -1.229 0.07
H 0.860 1.537 -2.436 0.09
C 6.298 0.929 -5.094 -0.36
O 6.764 1.983 -5.483 0.00
N 5.584 0.780 -3.962 -0.20
C 5.043 -0.500 -3.541 -0.07
C 5.349 1.952 -3.138 -0.05
H 6.424 -0.015 -5.651 0.13
H 3.959 -0.453 -3.461 0.07
H 5.454 -0.782 -2.569 0.09
H 5.300 -1.270 -4.265 0.08
H 4.812 2.714 -3.704 0.09
H 6.295 2.384 -2.809 0.09
H 4.759 1.665 -2.270 0.08
C -4.770 -2.167 -0.977 -0.36
O -5.546 -3.086 -0.788 -0.03
N -3.645 -2.254 -1.710 -0.18
C -2.724 -1.142 -1.832 -0.06
C -3.348 -3.509 -2.375 -0.04
H -4.914 -1.172 -0.524 0.12
H -2.608 -0.852 -2.879 0.09
H -1.747 -1.425 -1.435 0.08
H -3.087 -0.282 -1.272 0.06
H -4.143 -3.767 -3.077 0.09
H -3.270 -4.318 -1.647 0.08
H -2.408 -3.412 -2.915 0.08
C 2.747 5.741 0.056 -0.36
O 2.815 4.586 0.432 0.00
N 3.038 6.809 0.819 -0.19
C 2.943 8.166 0.318 -0.05
C 3.466 6.584 2.190 -0.04
H 2.435 6.012 -0.968 0.13
H 3.915 8.661 0.369 0.09
H 2.226 8.741 0.906 0.09
H 2.613 8.151 -0.718 0.08
H 4.371 5.977 2.210 0.09
H 2.692 6.055 2.746 0.09
H 3.661 7.543 2.664 0.09